Molecular formula: C36H30N2O3PPm
Method: DFT, ωB97M-V with the def2-TZVPD basis set

## Properties
orbital gap (alpha / beta) = 7.77 / 7.82 eV
calculated total energy = -72775.18272 eV
spin multiplicity = 5
total charge = +2
E_LUMO (alpha / beta) = -0.2265 / -0.2238 Ha
<S²> = 6.005
HOMO level (alpha / beta) = -13.93 / -13.91 eV

Cartesian coordinates (Å):
Pm -0.161214 0.660802 0.963145
N -2.683910 0.776057 0.286450
C -3.050990 1.831564 -0.642340
C -4.286787 2.450687 -0.556529
C -4.626210 3.451967 -1.454136
C -3.729708 3.831007 -2.441069
C -2.493616 3.212070 -2.533815
C -2.145786 2.199206 -1.643217
P -0.500021 1.414953 -1.656836
C 0.373807 2.202153 -3.033591
C 1.209278 3.283036 -2.755392
C 1.851160 3.936493 -3.795472
C 1.665811 3.508983 -5.102485
C 0.836499 2.430094 -5.376881
C 0.188350 1.770824 -4.346056
C -0.788970 -0.301914 -2.229599
C -1.888558 -0.715219 -2.976585
C -1.943580 -2.016086 -3.456766
C -0.904487 -2.900356 -3.203109
C 0.184317 -2.502657 -2.436654
C 0.233009 -1.210465 -1.942052
H -2.962152 -0.117570 -0.113311
H -3.235632 0.900717 1.134187
H -4.985669 2.153853 0.216353
H -5.592024 3.931293 -1.381963
H -3.989956 4.617099 -3.135571
H -1.788551 3.521320 -3.293173
H 1.339402 3.609153 -1.730402
H 2.496515 4.777838 -3.584809
H 2.172692 4.016255 -5.911522
H 0.691181 2.098010 -6.395549
H -0.454401 0.928531 -4.561271
H -2.681605 -0.010651 -3.197674
H -2.791560 -2.332286 -4.048931
H -0.937379 -3.902487 -3.608254
H 0.995361 -3.192403 -2.247053
H 1.104737 -0.873384 -1.374404
O 0.256904 3.040060 0.759675
C 0.071201 2.730202 1.949364
O -0.979899 2.132520 2.337578
C 1.278245 2.481632 2.826192
C 1.902863 3.347695 3.718805
C 2.891304 2.844863 4.526519
C 3.251851 1.486771 4.423390
C 4.216025 0.884225 5.263582
C 4.550374 -0.429237 5.101506
C 3.962511 -1.194322 4.073941
C 3.022741 -0.643994 3.247302
C 2.621775 0.695510 3.427038
N 1.630856 1.207836 2.638349
H 1.590934 4.380772 3.765086
H 3.395194 3.477256 5.245704
H 4.681123 1.486828 6.031864
H 5.276833 -0.886961 5.757591
H 4.273351 -2.221546 3.941099
H 2.572742 -1.211005 2.438013
C -2.538527 -3.083644 0.056234
C -1.294221 -2.716393 0.795413
O -1.029344 -1.517196 1.017523
C -0.421874 -3.771951 1.291322
C 0.540705 -3.461238 2.264780
C 1.385464 -4.435932 2.751208
C 1.293277 -5.737393 2.268208
C 0.330826 -6.064779 1.321595
C -0.525802 -5.094194 0.840269
H -3.095973 -2.204085 -0.252694
H -3.171586 -3.707791 0.688802
H -2.286691 -3.660881 -0.832059
H 0.576236 -2.455141 2.663703
H 2.106941 -4.197393 3.519995
H 1.969541 -6.496861 2.635729
H 0.241305 -7.080017 0.962557
H -1.266557 -5.362705 0.101155

Forces on the atoms, in the same order (eV/Å):
-0.798 -3.325 -1.341
0.044 0.199 -0.112
-0.037 0.179 -0.269
0.048 -0.059 0.097
0.056 -0.010 -0.037
-0.059 0.050 -0.003
0.056 -0.100 0.021
0.058 -0.058 0.282
-0.420 0.075 -1.523
0.134 -0.073 0.251
-0.089 -0.080 0.031
0.022 0.042 0.020
0.014 0.018 0.014
-0.034 -0.043 -0.040
0.041 0.055 0.093
0.167 0.202 0.166
-0.003 0.021 0.103
-0.092 0.039 -0.042
0.051 -0.022 0.041
0.032 -0.118 0.015
-0.054 0.205 -0.039
0.067 -0.016 0.072
0.075 -0.090 0.009
-0.020 -0.004 0.007
-0.015 0.024 0.014
-0.001 0.009 -0.020
-0.010 0.012 -0.028
0.050 0.054 -0.010
0.016 0.010 -0.006
0.004 0.016 -0.014
0.023 0.012 -0.024
-0.008 -0.026 -0.045
-0.037 -0.015 -0.034
-0.006 -0.014 -0.030
-0.010 -0.028 -0.013
0.026 -0.019 0.019
0.018 -0.115 -0.119
-0.002 0.047 0.232
0.833 2.379 1.050
-0.432 0.340 0.570
0.330 -0.234 0.335
-0.094 0.224 -0.021
-0.108 -0.113 -0.161
-0.153 -0.094 -0.207
0.071 -0.072 -0.010
0.057 0.126 0.135
-0.085 0.027 -0.125
-0.033 -0.042 -0.023
0.223 -0.064 -0.011
-0.186 0.704 0.292
-0.008 0.017 0.072
-0.022 0.018 0.030
0.028 -0.010 0.034
0.034 -0.004 -0.012
-0.018 -0.023 -0.028
0.063 -0.066 0.080
-0.020 0.132 -0.016
-0.129 -0.079 0.088
0.114 -0.206 0.121
0.354 -0.097 0.209
-0.166 0.072 -0.114
0.041 -0.006 0.036
-0.056 0.038 -0.065
0.045 -0.070 0.020
-0.116 0.201 -0.049
0.035 0.008 0.008
0.018 -0.026 0.009
0.002 -0.030 -0.022
0.056 -0.041 0.026
0.021 0.025 0.011
-0.026 -0.030 0.033
0.040 -0.021 -0.009
-0.024 -0.036 -0.023